The following is a quantum chemistry calculation of 4 unconnected molecules or ions with the total composition C2H9NO5, from the OMol25 dataset.

The geometry in XYZ format:
```
17
Properties=species:S:1:pos:R:3:forces:R:3
O 4.779 -0.791 -4.447 -0.2 -0.2 0.2
O 3.994 -3.647 -3.981 -0.2 0.2 0.0
O -4.927 3.444 4.389 0.0 0.2 0.4
O 1.693 -5.622 0.914 -0.1 -0.1 -0.3
O -5.412 3.735 1.561 0.0 0.0 0.4
N -3.427 3.951 2.753 0.1 0.5 -0.3
C -4.237 3.953 1.622 -0.6 -0.2 -0.6
C -3.879 3.926 4.082 -0.2 -0.5 -0.7
H 4.229 -1.551 -4.197 0.1 0.1 -0.2
H 4.414 -0.062 -3.935 0.1 0.0 -0.1
H -2.513 4.323 2.541 0.1 0.0 0.4
H -3.695 4.192 0.692 0.4 0.0 0.2
H 1.116 -5.927 0.200 0.1 0.1 0.2
H -3.158 4.361 4.783 0.1 0.0 0.1
H 3.536 -4.469 -3.772 0.3 0.1 0.0
H 4.940 -3.804 -3.913 0.0 -0.2 0.0
H 2.547 -6.013 0.707 0.0 0.0 0.1
```
Positions in Å, forces in eV/Å.

## Properties
Orbital gap in eV: 10.407
LUMO energy in eV: 0.33
SMILES string: O=CNC=O.O.O.O
Largest force on an atom in eV/Å: 0.863
Highest occupied orbital energy in Eh: -0.37049
ΔE to the lowest compared entry with this formula, charge and spin in kJ/mol: 88.3